Computed, not measured: a molecular structure, C41H48N4O6OsP2S4 at a distorted geometry, with ωB97M-V/def2-TZVPD.

Output
- net charge = +2
- lowest unoccupied orbital energy (alpha / beta) (eV) = -7.3329 / -7.3320
- HOMO energy (alpha / beta) (eV) = -12.5 / -12.5
- energy above the lowest of the compared OMol25 structures with the same formula, charge and spin (kcal/mol) = 20.1
- electronic energy (eV) = -125916.5694
- max |F| (eV/A) = 4.96
- M (g/mol) = 1073.30

```
106
Properties=species:S:1:pos:R:3:forces:R:3
Os 0.334249 0.768991 0.469227 -3.9490 -1.7629 -2.4319
C 2.342261 -4.294162 6.708560 0.0281 -0.0165 -0.0722
S 3.782807 -4.575651 5.656068 -0.0669 -0.0598 0.1176
C 3.879400 -2.961996 4.861998 0.0087 -0.0646 -0.0274
C 2.834111 -2.775452 3.771243 -0.0157 0.1143 -0.0457
C 2.997598 -1.441604 3.059376 -0.1700 -0.3542 -0.0007
N 1.936467 -1.187476 2.047153 0.2014 0.0719 0.2338
P 2.261354 -0.579956 0.503299 0.5008 0.5911 1.3206
C 2.553038 -1.946006 -0.614242 -0.0986 0.1453 -0.4899
C 2.240493 -1.811631 -1.970044 0.1750 0.0135 0.0252
C 2.574457 -2.822539 -2.861270 0.0447 0.0020 0.0017
C 3.223827 -3.963943 -2.398021 0.0061 -0.0053 0.0540
C 3.527203 -4.100580 -1.045042 -0.0243 0.0213 -0.0260
C 3.195228 -3.090598 -0.148320 0.0449 -0.0784 -0.0743
C 3.813820 0.299481 0.583320 0.1265 0.1895 -0.1978
C 3.945044 1.319400 1.533014 0.0301 -0.0619 -0.0145
C 5.100930 2.072937 1.580509 0.0331 -0.0112 -0.0206
C 6.124560 1.830420 0.666084 -0.0038 0.0267 0.0392
C 5.992466 0.834843 -0.287416 -0.0296 -0.0239 -0.0293
C 4.835368 0.065346 -0.334652 0.0404 0.0128 0.0538
P 0.378675 -0.551750 2.442550 0.9280 0.1913 0.0028
C 0.564064 0.194685 4.051196 -0.2157 0.3057 0.1034
C 0.300246 -0.526017 5.219392 0.0264 0.0391 -0.0122
C 0.507704 0.068247 6.454352 0.0157 -0.0184 -0.0128
C 0.971020 1.375963 6.529402 0.0190 -0.0110 0.0123
C 1.220713 2.101451 5.371460 0.0248 -0.0402 0.0119
C 1.013117 1.516979 4.132572 0.0108 -0.0407 0.0433
C -0.700562 -1.966945 2.671376 -0.2433 0.0556 -0.1268
C -2.021094 -1.734587 3.051327 -0.0172 -0.0351 0.0489
C -2.891183 -2.802274 3.222498 0.0484 0.0426 0.0123
C -2.440843 -4.100217 3.024747 0.0348 -0.0216 -0.0336
C -1.129978 -4.332012 2.617233 -0.0453 -0.0381 0.0193
C -0.263653 -3.265473 2.422792 0.0070 -0.0351 -0.0139
H 2.211458 -5.192631 7.308430 -0.0205 0.0221 0.0073
H 1.436030 -4.131562 6.123178 0.0126 -0.0196 0.0355
H 2.516883 -3.448123 7.373534 -0.0022 -0.0318 0.0040
H 4.887398 -2.904477 4.444390 -0.0192 0.0837 0.0174
H 3.783763 -2.190646 5.630889 0.0727 0.0410 -0.0623
H 1.834716 -2.822692 4.211334 0.0168 -0.0740 -0.0042
H 2.916507 -3.598653 3.055464 -0.0474 -0.0243 0.0323
H 3.961112 -1.397758 2.550046 0.0139 0.0174 -0.0145
H 2.986099 -0.635439 3.796075 0.0187 0.0827 -0.0421
H 1.751297 -0.913657 -2.329514 -0.0072 -0.0479 0.0077
H 2.346763 -2.714001 -3.915206 0.0100 0.0113 0.0432
H 3.516654 -4.739555 -3.095858 -0.0486 0.0137 0.0402
H 4.044830 -4.982947 -0.691212 -0.0041 0.0065 -0.0125
H 3.456799 -3.188582 0.898965 -0.0280 -0.0125 -0.0179
H 3.141558 1.519708 2.233536 0.0176 0.0025 -0.0003
H 5.207350 2.854818 2.321013 -0.0051 -0.0101 -0.0225
H 7.026543 2.427877 0.699021 -0.0204 -0.0150 0.0045
H 6.787674 0.654499 -0.998747 -0.0160 -0.0008 0.0161
H 4.736840 -0.708357 -1.085941 0.0350 0.0084 0.0258
H -0.072678 -1.541494 5.166559 0.0003 0.0138 0.0098
H 0.300913 -0.487668 7.359485 0.0048 0.0100 -0.0120
H 1.130570 1.834551 7.496917 -0.0176 -0.0047 -0.0206
H 1.566649 3.124530 5.434355 -0.0196 -0.0042 -0.0058
H 1.173199 2.098355 3.234175 -0.0266 -0.0014 -0.0044
H -2.374754 -0.720693 3.210023 0.0078 -0.0381 0.0097
H -3.918220 -2.620678 3.510149 0.0299 -0.0016 0.0205
H -3.110150 -4.934893 3.191112 0.0129 0.0210 -0.0325
H -0.781684 -5.349306 2.475898 -0.0049 0.0202 0.0126
H 0.757668 -3.432472 2.096036 -0.0244 -0.0134 0.1043
O 0.806158 4.716745 0.819280 -0.0369 -0.2094 0.2927
S 0.027778 3.646031 0.308805 0.6077 -0.1211 0.2960
O -1.139677 3.974481 -0.448663 -0.2518 0.0130 0.0369
O -0.211648 2.506821 1.380093 0.7897 0.8500 -0.5202
S 1.234751 2.361028 -0.860670 0.2538 -0.3240 0.5848
N 0.096099 -3.895937 -0.916192 -0.6967 -0.1986 0.0120
C -1.326571 -3.419195 -0.832501 0.1579 -0.0618 -0.1476
C -1.423998 -1.992299 -0.293591 0.5457 0.0311 0.3687
O -2.538118 -1.637303 -0.006706 -0.0628 -0.1832 0.0975
O -0.274794 -1.350330 -0.221332 0.0489 0.4669 -0.3354
H 0.309488 -4.592656 -0.205649 -0.0044 -0.0273 0.0061
H 0.651977 -3.061771 -0.732094 0.5509 0.3811 0.0650
H 0.351881 -4.259625 -1.832473 -0.0049 -0.0346 -0.0106
H -1.897587 -4.070525 -0.180648 -0.0164 -0.0378 -0.0142
H -1.763482 -3.397811 -1.828399 0.0053 -0.1314 -0.0461
C -2.195728 4.900941 -3.716305 -0.0134 -0.0383 0.0339
C -2.215986 3.527441 -4.385754 0.1437 0.1215 0.0763
C -3.061235 2.505151 -3.648502 -0.0817 0.1579 0.2845
N -2.515708 2.234575 -2.297484 -0.0916 0.1374 -0.3920
C -2.451044 1.103900 -1.678735 0.5103 -0.5161 0.0565
S -2.148618 1.116140 0.049016 0.3156 0.5179 0.6468
N -2.728218 -0.097855 -2.303257 0.1923 0.0055 -0.0828
C -2.058781 -0.751506 -3.359482 -0.0607 0.3226 0.0854
O -2.230582 -1.940423 -3.477721 -0.0650 -0.1726 -0.0524
C -1.133586 0.012315 -4.247382 -0.0997 -0.1043 0.1044
C -1.349448 0.014125 -5.620208 -0.0346 -0.0115 -0.1022
C -0.447183 0.660117 -6.452352 0.0259 0.0004 0.0265
C 0.682762 1.271653 -5.918757 -0.0285 -0.0145 0.0013
C 0.909571 1.240876 -4.549396 -0.0025 -0.0318 0.0425
C -0.006644 0.615554 -3.712769 0.1106 0.0585 -0.0651
H -1.641558 5.609720 -4.329662 -0.0055 0.0000 0.0060
H -1.714762 4.888296 -2.733619 -0.0441 -0.0016 -0.0840
H -3.208803 5.290934 -3.594315 0.0372 -0.0036 0.0060
H -1.198407 3.141661 -4.493573 -0.0455 -0.0092 -0.0818
H -2.641911 3.620009 -5.385792 0.0477 -0.0433 -0.0353
H -3.133529 1.577882 -4.199412 -0.0235 -0.0899 0.0242
H -4.068909 2.899342 -3.498684 -0.0360 -0.0187 0.0426
H -2.182161 3.035829 -1.754869 -0.0550 0.0068 0.0616
H -3.123107 -0.774929 -1.654481 0.0807 -0.0105 0.0125
H -2.215431 -0.491212 -6.032024 0.0280 0.0286 0.0118
H -0.617358 0.673557 -7.520889 0.0039 0.0049 0.0196
H 1.390899 1.763187 -6.573315 -0.0237 -0.0022 0.0112
H 1.795957 1.704756 -4.132245 -0.0225 -0.0083 -0.0184
H 0.170857 0.565779 -2.646937 -0.0651 0.1034 0.0652
```
Forces are in eV/Å.